# 1
C4H6N2OS | ωB97M-V/def2-TZVPD

Summary:
ΔE to the lowest compared entry with this formula, charge and spin, eV: 2.966
F_max, eV Å⁻¹: 1.8
SMILES: NCc1conc1S
Orbital gap, eV: 10.06

ORCA input file:
```
! wB97M-V def2-TZVPD RIJCOSX def2/J DEFGRID3
* xyz 0 1
C -1.239 -0.442 0.519
C 0.234 -0.392 0.210
C 1.087 -1.418 0.068
C 1.036 0.743 0.055
H -1.924 -0.368 -1.438
H -2.009 1.023 -0.712
H -1.460 -1.474 0.634
H -1.444 0.030 1.502
H 0.957 -2.495 0.151
H 1.830 2.830 -0.073
N -2.156 0.043 -0.549
N 2.252 0.462 -0.239
O 2.314 -0.927 -0.207
S 0.521 2.385 0.079
*
```


# 2
C21H27ClN6O2 | ωB97M-V/def2-TZVPD

Summary:
ΔE to the lowest compared entry with this formula, charge and spin, eV: 0.110
F_max, eV Å⁻¹: 1.4
SMILES: CCCCn1c(CN2CCN(c3cccc(Cl)c3)CC2)nc2c1c(=O)[nH]c(=O)n2C
Orbital gap, eV: 8.69

ORCA input file:
```
! wB97M-V def2-TZVPD RIJCOSX def2/J DEFGRID3
* xyz 0 1
C 5.187 -2.231 -0.209
C 3.731 -2.060 0.208
C 2.839 -1.747 -0.990
C 1.377 -1.596 -0.564
N 0.542 -1.247 -1.686
C 0.158 -0.020 -2.093
N -0.577 -0.052 -3.193
C -0.664 -1.358 -3.521
C 0.026 -2.136 -2.600
C 0.085 -3.563 -2.702
O 0.640 -4.356 -1.971
N -0.622 -3.984 -3.829
C -1.320 -3.252 -4.775
O -1.883 -3.793 -5.698
N -1.326 -1.887 -4.588
C -2.028 -1.025 -5.511
H -2.464 -1.652 -6.286
H -2.808 -0.477 -4.983
H -1.331 -0.310 -5.948
H -0.637 -4.985 -3.989
C 0.521 1.239 -1.385
N 0.157 1.175 0.022
C -1.282 1.099 0.208
C -1.576 0.890 1.690
N -1.041 1.997 2.454
C -1.643 2.400 3.632
C -3.035 2.547 3.681
C -3.648 2.996 4.833
C -2.922 3.326 5.965
C -1.546 3.193 5.915
C -0.911 2.735 4.777
H 0.160 2.619 4.793
H -0.958 3.439 6.786
H -3.420 3.676 6.854
Cl -5.372 3.161 4.849
H -3.641 2.334 2.815
C 0.385 2.114 2.266
H 0.754 2.991 2.798
C 0.681 2.298 0.776
H 1.763 2.348 0.628
H 0.237 3.251 0.438
H 0.915 1.219 2.630
H -2.648 0.801 1.848
H -1.099 -0.050 2.011
H -1.669 0.257 -0.369
H -1.779 2.020 -0.141
H 0.030 2.071 -1.914
H 1.605 1.386 -1.446
H 1.019 -2.548 -0.165
H 1.268 -0.812 0.188
H 3.176 -0.826 -1.472
H 2.911 -2.558 -1.717
H 3.380 -2.977 0.683
H 3.653 -1.252 0.939
H 5.283 -3.044 -0.924
H 5.564 -1.321 -0.671
H 5.806 -2.459 0.655
*
```


# 3
C35H53MnN4OP2S | ωB97M-V/def2-TZVPD

Summary:
ΔE to the lowest compared entry with this formula, charge and spin, eV: 3.736
F_max, eV Å⁻¹: 4.5
Orbital gap (spin up / spin down), eV: 6.11 / 6.61

ORCA input file:
```
! wB97M-V def2-TZVPD RIJCOSX def2/J DEFGRID3
* xyz 1 6
C -1.457 2.424 -1.016
C -2.292 0.633 0.182
C -2.700 3.046 -1.031
C -3.509 1.301 0.405
C -3.707 2.522 -0.231
H -2.838 3.915 -1.676
H -4.291 0.832 1.003
H -4.653 3.050 -0.130
N -1.212 1.377 -0.203
P 1.251 2.304 -1.252
P -1.956 -2.284 1.451
C -0.361 2.718 -2.031
H -0.493 2.047 -2.899
H -0.437 3.741 -2.417
C 1.884 -0.866 0.257
O 2.216 -1.946 0.589
C -2.211 -0.838 -0.102
H -3.222 -1.199 -0.330
C -2.690 -3.841 0.688
C -1.198 -2.493 3.154
C 2.413 1.690 -2.614
C 1.656 4.001 -0.513
C -1.559 -4.458 -0.157
H -0.645 -4.629 0.426
H -1.909 -5.423 -0.556
H -1.308 -3.807 -1.006
C -3.206 -4.838 1.746
H -2.412 -5.261 2.371
H -3.974 -4.383 2.387
H -3.675 -5.683 1.219
C -3.865 -3.499 -0.242
H -4.398 -4.437 -0.465
H -4.575 -2.802 0.219
H -3.523 -3.084 -1.204
C -0.339 -3.765 3.240
H 0.522 -3.681 2.559
H 0.054 -3.850 4.264
H -0.875 -4.692 3.018
C -0.255 -1.318 3.470
H 0.647 -1.361 2.845
H -0.729 -0.340 3.325
H 0.073 -1.394 4.517
C -2.387 -2.475 4.130
H -3.029 -3.359 4.040
H -1.994 -2.433 5.155
H -3.006 -1.582 3.960
C 3.073 3.948 0.067
H 3.272 4.907 0.570
H 3.162 3.150 0.817
H 3.839 3.808 -0.707
C 0.664 4.295 0.626
H -0.381 4.270 0.290
H 0.784 3.582 1.451
H 0.874 5.304 1.013
C 1.519 5.138 -1.543
H 1.879 6.064 -1.073
H 2.106 4.976 -2.451
H 0.475 5.316 -1.830
C 1.697 0.596 -3.429
H 0.874 0.997 -4.034
H 2.425 0.132 -4.112
H 1.292 -0.199 -2.786
C 3.653 1.070 -1.939
H 3.379 0.170 -1.361
H 4.364 0.779 -2.727
H 4.157 1.779 -1.266
C 2.831 2.836 -3.542
H 1.968 3.339 -4.000
H 3.461 3.578 -3.034
H 3.434 2.413 -4.360
Mn 0.666 0.465 0.016
N -0.022 -0.858 -1.081
C -1.283 -1.118 -1.148
C -1.792 -1.566 -2.481
C -0.951 -2.318 -3.317
C -3.037 -1.119 -2.954
C -1.392 -2.689 -4.591
H 0.048 -2.579 -2.964
C -3.459 -1.467 -4.237
H -3.650 -0.452 -2.341
C -2.644 -2.256 -5.050
H -0.738 -3.294 -5.216
H -4.415 -1.097 -4.610
H -2.980 -2.542 -6.049
C 2.682 1.618 4.859
N 3.459 1.037 3.768
C 4.752 0.537 3.867
C 5.088 0.064 2.641
N 3.996 0.269 1.818
C 2.978 0.856 2.511
S 1.378 1.256 2.016
H 2.292 2.602 4.569
H 1.837 0.967 5.125
H 3.341 1.727 5.726
H 5.297 0.561 4.798
H 5.987 -0.407 2.284
H 3.939 -0.028 0.853
*
```


# 4
C15H18BBr27F9N3 | ωB97M-V/def2-TZVPD

Summary:
F_max, eV Å⁻¹: 1.8
Orbital gap, eV: 9.01

ORCA input file:
```
! wB97M-V def2-TZVPD RIJCOSX def2/J DEFGRID3
* xyz 0 1
N 0.517 1.827 -2.105
C -0.530 1.212 -1.275
N -1.367 2.340 -0.849
N -1.306 0.286 -2.038
C 0.115 0.555 -0.032
B -0.735 -0.628 0.499
C -0.197 -2.166 0.596
F -1.000 -2.847 1.450
F 1.087 -2.159 1.035
C -0.229 -2.821 -0.798
F -1.470 -2.607 -1.292
F 0.659 -2.166 -1.579
C 0.059 -4.354 -0.856
F -0.022 -4.940 0.340
F -0.883 -4.921 -1.644
C 1.420 -4.733 -1.492
F 2.412 -4.200 -0.772
F 1.542 -6.070 -1.416
F 1.502 -4.387 -2.772
H 1.348 1.257 -2.106
H 0.737 2.757 -1.776
H -2.291 1.970 -0.648
H -1.511 2.882 -1.698
H -2.251 0.493 -2.292
H -0.883 -0.536 -2.421
H 0.090 1.335 0.751
H 1.167 0.333 -0.180
H -1.829 -0.399 0.911
C -1.032 -4.990 4.421
Br -1.056 -4.119 6.138
Br 0.764 -5.329 3.822
Br -2.096 -6.594 4.422
H -1.480 -4.310 3.711
C 0.697 3.712 3.454
Br 2.604 3.959 3.344
Br -0.069 3.294 1.732
Br 0.230 2.389 4.775
H 0.272 4.650 3.779
C -5.291 0.261 -3.218
Br -3.952 1.253 -4.182
Br -5.005 0.379 -1.310
Br -7.074 0.783 -3.706
H -5.174 -0.776 -3.498
C -5.450 -4.134 -4.637
Br -4.292 -3.202 -3.417
Br -6.773 -2.954 -5.393
Br -4.457 -5.070 -5.993
H -5.980 -4.877 -4.059
C 3.936 0.960 -4.642
Br 5.740 1.145 -5.285
Br 3.884 0.191 -2.876
Br 2.984 2.630 -4.716
H 3.430 0.273 -5.303
C 6.385 3.650 5.912
Br 6.208 3.372 4.014
Br 4.845 4.548 6.638
Br 6.750 2.003 6.839
H 7.237 4.296 6.062
C 2.893 5.372 10.043
Br 4.517 6.353 10.364
Br 1.622 5.613 11.466
Br 2.129 5.811 8.330
H 3.152 4.324 10.016
C 4.367 5.505 -6.783
Br 3.788 5.474 -8.618
Br 6.208 6.043 -6.625
Br 3.213 6.597 -5.693
H 4.297 4.495 -6.408
C -5.875 -3.950 0.327
Br -4.039 -3.548 -0.098
Br -6.857 -4.708 -1.148
Br -5.998 -5.073 1.884
H -6.354 -3.014 0.571
*
```